12
Properties=species:S:1:pos:R:3 method="wB97M-V/def2-TZVPD" spin_multiplicity=1 e_above_lowest_kcal_mol=33.70 e_tot_ev=-8130.6315 gap_ev=9.2431 largest_force_ha_per_bohr=0.034 homo_energy_ev=-8.35
N 2.05285 0.01526 0.02984
C 0.69884 0.09632 -0.08333
N 0.02950 1.19387 -0.05950
C -1.35261 0.83861 -0.11267
N -1.40956 -0.68416 0.16899
N -0.06699 -1.05640 -0.22960
H 2.53006 0.88446 -0.15298
H 2.48552 -0.81196 -0.34856
H -1.95413 1.41773 0.58910
H -1.73687 0.94716 -1.13463
H -1.54188 -0.91989 1.15809
H 0.26526 -1.92100 0.17525

31
Properties=species:S:1:pos:R:3 method="wB97M-V/def2-TZVPD" spin_multiplicity=1 e_above_lowest_kcal_mol=15.22 e_tot_ev=-20028.0705 total_charge=+1 gap_ev=10.3405 largest_force_ha_per_bohr=0.104 homo_energy_ev=-14.05
C 0.95330 -1.40431 0.81555
C 1.30403 -1.95488 2.25766
C -1.51015 -2.14184 -2.88509
C 2.19212 1.04476 1.66668
C 1.04937 2.05857 -0.90519
C -0.92615 2.40832 1.74379
C -1.74133 -1.77947 -1.43766
C -0.17453 -0.49807 0.69099
N -0.90518 -0.65362 -1.01170
O 1.50277 -1.60991 -0.23995
Si 0.43798 1.43007 0.78188
H 1.34479 -1.13062 2.94445
H 0.54747 -2.63571 2.51485
H 2.34312 -2.32638 2.19965
H -2.31130 -2.87002 -3.08843
H -1.48670 -1.20931 -3.61403
H -0.61669 -2.68982 -2.93689
H 2.84633 1.91613 1.47746
H 2.13571 0.79212 2.76857
H 2.60678 0.18764 1.18884
H 1.37545 3.12428 -0.99284
H 1.91745 1.50746 -1.10518
H 0.27257 1.98719 -1.58519
H -0.66373 3.51255 1.83082
H -1.87812 2.32397 1.21055
H -1.04365 1.97857 2.72112
H -1.55573 -2.60290 -0.72732
H -2.80966 -1.48082 -1.37161
H -1.10401 -0.70325 1.27634
H 0.10923 -0.84127 -1.30709
H -1.21179 0.22627 -1.33403